# 1
16
Properties=species:S:1:pos:R:3:forces:R:3 method="wB97M-V/def2-TZVPD" de_lowest_kj_mol=508.2 spin_multiplicity=1
C 1.522777 -1.187941 0.000441 2.7 2.1 -1.5
C 0.286619 -0.359828 -0.000745 5.1 -3.4 1.3
C -0.180786 0.608742 1.096175 2.8 0.7 -3.1
C -1.105766 0.876114 -0.042163 -3.0 3.9 -0.4
C 0.201931 0.757355 -0.892862 -3.8 2.5 -5.7
C -1.762707 -0.527768 -0.214904 -4.3 0.4 3.0
H 2.252734 -0.407592 0.400955 -0.2 -1.8 0.4
H 2.077260 -1.299935 -1.187595 -2.3 -0.5 3.6
H 1.090052 -2.000391 0.638298 2.3 -0.2 -0.7
H -0.317262 0.306673 2.034988 -1.2 -1.2 3.7
H 0.622822 1.308628 0.903273 -0.2 0.8 2.2
H -1.829226 1.818985 -0.006117 1.4 -2.2 -0.4
H -0.240334 0.737238 -2.066846 2.3 -0.4 2.8
H 1.032243 1.496685 -0.616876 -1.5 -0.9 -1.3
O -2.976426 -0.772051 -0.046183 4.4 0.1 -1.5
O -0.673936 -1.354911 0.000161 -4.4 0.2 -2.5


# 2
128
Properties=species:S:1:pos:R:3:forces:R:3 method="wB97M-V/def2-TZVPD" spin_multiplicity=1 charge=+1
C 0.978984 2.376060 5.530346 0.2 -0.2 -0.5
C 1.033526 1.516883 4.266785 -0.3 -0.2 1.1
O -0.245093 0.891401 4.082574 0.4 0.0 -1.0
C -1.064150 1.536527 3.129942 -0.7 -0.2 0.5
C -1.695481 0.597894 2.085580 0.6 0.7 0.1
C -0.726523 -0.375125 1.388411 -1.2 0.3 0.0
F 0.465406 0.361002 1.312730 0.5 -0.4 -0.1
C -0.504117 -1.708320 2.113154 0.6 0.1 -0.2
C -1.301932 -1.978635 3.399355 0.1 -0.6 -0.5
C -2.811726 -1.982913 3.461931 -1.1 1.4 1.6
O -3.378206 -1.268221 4.286082 0.7 -1.1 -1.2
O -3.513491 -2.809298 2.675181 0.7 -0.2 0.0
C -0.365371 -2.962879 1.213782 -0.9 0.0 1.6
O -1.570426 -3.581274 0.978531 0.0 0.5 -0.7
C -1.705944 -4.988138 1.159711 -0.3 -0.5 0.2
C -1.399437 -5.594278 2.540436 -0.1 -1.2 -0.2
C -2.592745 -5.676676 3.491583 0.6 1.2 0.2
O -0.945898 -6.937862 2.294790 0.1 0.4 -0.1
N 0.441919 -2.640545 -0.041253 0.3 -1.2 0.4
C 1.817243 -2.241753 0.432221 -0.4 0.8 0.6
C 2.488046 -2.875237 1.652539 0.8 -0.5 0.4
O 3.410532 -1.926891 2.145859 -0.2 0.2 0.0
C 0.645312 -3.925843 -0.788195 0.7 -0.3 0.0
B 1.567312 -5.071269 -0.154166 0.2 -0.4 0.3
O 2.629744 -5.571206 -0.872812 0.1 0.5 0.7
O 1.277389 -5.643658 1.053213 -0.2 1.1 -0.2
C -0.266448 -1.570589 -0.927167 -1.2 0.2 -1.2
C -1.256384 -2.312781 -1.901924 0.5 -1.1 -0.6
C -0.776351 -3.022437 -3.204767 -0.7 -0.4 -0.6
C -1.354172 -2.439215 -4.506972 0.8 0.4 0.3
I -1.468015 -5.116731 -3.219039 0.1 0.1 0.1
C 0.604063 -0.749917 -1.915234 1.0 1.0 0.2
Br 2.264821 0.227087 -1.259695 -0.1 -0.1 -0.2
C -0.079204 0.470950 -2.597870 -0.5 0.3 0.3
C -1.466864 0.512725 -3.240911 0.1 0.5 -0.5
C -1.139816 -0.605315 -0.082400 -0.4 0.0 1.2
Br -3.081218 -1.001630 -0.003464 0.1 -0.1 -0.2
H 0.691192 3.397068 5.301751 0.0 0.2 0.1
H 1.934291 2.338520 6.038062 0.2 0.3 0.0
H 0.262369 1.953679 6.223660 -0.2 -0.1 0.0
H 1.758240 0.720298 4.422766 0.0 -0.2 -0.1
H 1.334282 2.091367 3.396534 0.0 0.0 -0.2
H -0.573468 2.386665 2.666810 0.4 -0.1 -0.2
H -1.925459 1.944225 3.661243 -0.1 0.2 0.1
H -2.058723 1.280508 1.319002 -0.3 0.0 -0.1
H -2.558327 0.147282 2.548368 0.0 -0.3 -0.2
H 0.503763 -1.594004 2.510815 0.1 0.2 0.1
H -0.956350 -2.942541 3.778467 -0.1 -0.2 0.0
H -0.966333 -1.258945 4.130763 -0.2 0.3 0.1
H -4.428319 -2.745943 2.974020 -0.3 0.2 0.1
H 0.215975 -3.645197 1.821322 0.5 -0.2 -0.5
H -2.752688 -5.190119 0.950506 -0.2 0.2 0.0
H -1.167749 -5.584839 0.426395 0.4 0.3 -0.1
H -0.547510 -5.133635 3.031162 0.1 0.2 0.0
H -2.518215 -4.855805 4.205357 -0.2 0.1 0.2
H -2.552089 -6.587297 4.068376 0.0 -0.2 -0.1
H -3.539702 -5.542210 2.985443 -0.2 -0.3 -0.1
H -1.602644 -7.352388 1.730678 -0.1 -0.3 0.0
H 1.724388 -1.213018 0.745961 0.2 0.2 -0.2
H 2.485323 -2.299290 -0.415416 0.0 0.0 -0.2
H 1.851570 -3.097021 2.498220 -0.3 0.0 0.0
H 3.055802 -3.787401 1.464153 -0.2 -0.2 -0.4
H 4.069728 -1.762739 1.467371 0.3 0.1 0.0
H 1.133296 -3.655898 -1.714051 -0.1 0.0 -0.3
H -0.287996 -4.432178 -0.989273 -0.3 0.3 -0.2
H 3.261785 -4.877548 -1.077211 0.2 -0.1 -0.7
H 2.096180 -5.710612 1.551528 0.1 -1.0 0.1
H -2.012374 -1.633798 -2.251509 0.1 0.3 0.2
H -1.800376 -3.059430 -1.341623 -0.1 0.1 0.4
H 0.286616 -3.124002 -3.359239 0.2 -0.1 0.3
H -0.588712 -1.791805 -4.934402 0.0 0.3 -0.1
H -2.232320 -1.833679 -4.331487 -0.3 -0.2 -0.1
H -1.543813 -3.195862 -5.251203 -0.2 -0.2 -0.1
H 1.102896 -1.366249 -2.647748 -0.3 -0.4 -0.1
H 0.620733 0.826618 -3.344450 0.2 -0.1 -0.2
H -0.083126 1.272250 -1.866040 0.2 0.0 0.3
H -1.698484 1.567533 -3.377989 0.1 0.2 0.1
H -1.443731 0.151203 -4.260574 -0.2 -0.4 0.0
H -2.315233 0.130348 -2.685924 0.0 -0.3 0.1
H -1.167811 0.379956 -0.514249 0.2 0.1 -0.4
Br 5.911386 1.323508 4.166280 -0.1 -0.1 0.0
C 5.293556 2.305860 2.606218 0.2 -0.2 0.1
C 5.302748 3.784169 2.869251 -0.2 0.2 -0.1
Br 3.815734 4.313087 4.000906 0.0 0.0 0.1
H 4.305369 1.926850 2.359970 0.0 0.1 0.0
H 5.991400 2.061495 1.806781 0.0 0.0 0.0
H 5.180923 4.346464 1.946291 0.0 0.0 0.0
H 6.208423 4.105288 3.371763 0.0 0.0 0.0
Br -2.353209 1.150447 -7.204390 0.0 0.0 0.1
C -2.924768 2.892839 -6.547486 0.0 -0.1 -0.2
C -1.883988 3.952517 -6.787551 0.0 0.1 0.1
Br -0.401310 3.783366 -5.539722 0.1 0.0 0.0
H -3.155635 2.766398 -5.495200 0.0 0.0 0.0
H -3.835744 3.125460 -7.093290 0.0 0.0 0.0
H -2.300632 4.941685 -6.613608 0.0 0.0 0.0
H -1.453717 3.913559 -7.782928 0.0 0.0 0.0
Br 1.668772 2.402177 8.955368 0.1 0.0 0.3
C 2.339420 4.183931 9.356989 -0.1 -0.1 -0.1
C 3.452712 4.578713 8.423064 0.2 0.0 0.1
Br 5.121810 3.685965 8.866036 0.0 0.0 -0.1
H 2.645365 4.176591 10.397188 0.1 0.0 0.0
H 1.488191 4.849342 9.233656 0.0 0.0 0.0
H 3.660652 5.642521 8.510252 0.0 0.0 0.0
H 3.234876 4.335473 7.388031 0.0 0.0 0.0
Br 0.567376 7.707084 -7.754984 -0.1 -0.1 0.1
C 1.957743 6.354443 -7.614964 0.1 0.2 0.0
C 2.314137 5.776027 -8.957545 0.0 -0.2 0.0
Br 0.962061 4.523455 -9.578462 0.0 0.0 0.0
H 1.594152 5.604021 -6.920835 0.0 0.0 0.0
H 2.813936 6.866783 -7.182109 0.0 0.0 0.0
H 3.231937 5.196827 -8.887412 0.0 0.0 0.0
H 2.419223 6.530965 -9.730403 0.0 0.0 0.0
Br -1.104819 7.627956 -11.499502 0.1 0.0 0.1
C -0.449218 9.437571 -11.231089 -0.2 -0.1 -0.1
C 0.653925 9.777963 -12.195694 0.2 0.1 0.1
Br 2.337911 8.936489 -11.696424 0.0 0.0 -0.1
H -0.133876 9.505577 -10.195063 0.1 0.0 0.0
H -1.307858 10.084987 -11.392975 0.0 0.0 0.0
H 0.853046 10.846819 -12.183877 0.0 0.0 0.0
H 0.435282 9.460485 -13.209199 0.0 0.0 0.0
Br -4.570311 -7.913874 5.470946 -0.1 -0.1 0.2
C -5.001895 -6.712785 6.941784 0.0 0.0 -0.2
C -3.776108 -6.023395 7.477765 0.0 -0.1 0.2
Br -2.694806 -7.213025 8.569209 0.0 0.0 -0.1
H -5.510198 -7.309330 7.691025 0.0 0.0 0.1
H -5.695312 -5.984608 6.527453 0.0 0.0 0.0
H -4.059703 -5.203821 8.133852 0.0 0.0 0.0
H -3.131116 -5.650281 6.689425 0.0 0.0 0.0


| no. | Kohn-Sham gap (hartree) | HOMO (eV) |
| --- | --- | --- |
| 1 | 0.405 | -10.33 |
| 2 | 0.318 | -11.12 |